Entry 1:
A molecular structure, C3H3Cl2FO. Source: the Open Molecules 2025 dataset; level of theory: ωB97M-V/def2-TZVPD.

Each line ends with the Mulliken charge.
Cartesian coordinates (Å):
C -0.2817 -1.1866 0.8511  -0.482
C -1.0299 0.0766 0.8090  0.153
C 1.1155 0.6003 -1.9018  -0.036
O 0.1305 -0.0036 1.5066  -0.342
F 1.0453 1.6058 -2.8025  -0.119
Cl -0.8287 1.0543 -0.6206  -0.091
Cl 2.3591 1.0907 -0.8565  -0.031
H 0.0493 -1.6221 -0.0712  0.293
H -1.8630 0.2033 1.5460  0.330
H -0.6964 -1.8188 1.5400  0.324

HOMO-LUMO gap   0.34932 Ha
Max |F|   0.0519 Eh/bohr
Energy above the lowest of the compared OMol25 structures with the same formula, charge and spin   405.85 kJ/mol

Entry 2:
A single C12Cl8S2 molecule. Source: the Open Molecules 2025 dataset; level of theory: ωB97M-V/def2-TZVPD.

Each line ends with the Mulliken charge.
Cartesian coordinates (Å):
Cl 0.7144 5.1941 0.2917  -0.179
C 0.1180 3.6829 -0.3219  -0.062
C -1.1292 3.4727 -0.6694  0.569
Cl -2.1191 4.8828 -0.5249  -0.176
C -1.5754 2.1813 -1.0309  -0.078
Cl -3.2872 1.9056 -1.4850  -0.184
C -0.6735 1.1638 -1.0079  0.632
C 0.6443 1.3563 -0.6031  -0.272
C 1.0398 2.6395 -0.2297  0.042
Cl 2.6494 2.9231 0.3942  -0.181
S 1.9268 0.1161 -0.5944  -0.268
C 1.0898 -1.3511 -0.0580  0.409
C 1.7373 -2.4054 0.6421  -0.135
Cl 3.5582 -2.3838 0.8087  -0.184
C 0.9203 -3.4526 1.1468  0.518
Cl 1.6818 -4.8940 1.6877  -0.180
C -0.4757 -3.4585 1.0601  0.146
Cl -1.4642 -4.6698 1.7673  -0.160
C -1.0867 -2.4610 0.3427  0.129
Cl -2.7370 -2.5286 -0.0050  -0.170
C -0.3522 -1.4239 -0.1421  -0.088
S -1.1797 -0.4897 -1.4690  -0.131

HOMO-LUMO gap   0.30525 Ha
Max |F|   0.0960 Eh/bohr
SMILES string   Clc1c(Cl)c(Cl)c2c(c1Cl)Sc1c(Cl)c(Cl)c(Cl)c(Cl)c1S2
Energy above the lowest of the compared OMol25 structures with the same formula, charge and spin   14.67 kJ/mol

Entry 3:
A single C7H14N2 molecule. Source: the Open Molecules 2025 dataset; level of theory: ωB97M-V/def2-TZVPD.

Each line ends with the Mulliken charge.
Cartesian coordinates (Å):
C 1.8830 -0.7547 1.2996  -1.173
C 1.1596 0.5924 1.4818  0.665
C 1.8252 1.4676 2.5576  -1.355
N 1.1069 1.4552 0.2802  -0.487
C 0.3728 1.1523 -0.5757  0.534
N -0.5760 0.9242 -1.2977  -0.523
C -1.2034 -0.3671 -1.4242  0.862
C -1.0813 -0.9961 -2.8020  -1.297
C -2.6340 -0.2360 -1.0094  -1.436
H 1.7237 -1.4167 2.1538  0.356
H 2.9523 -0.6722 1.1011  0.325
H 1.4022 -1.2680 0.4441  0.236
H 0.1438 0.2751 1.8714  0.147
H 2.8726 1.6828 2.5256  0.356
H 1.7610 0.8870 3.5243  0.361
H 1.2749 2.3932 2.8720  0.326
H -0.7697 -1.1992 -0.7543  0.098
H -1.6647 -1.9269 -2.9196  0.326
H -1.6027 -0.2099 -3.4599  0.281
H -0.0030 -1.0949 -3.0090  0.332
H -3.1662 -1.1620 -1.1568  0.366
H -3.1725 0.4101 -1.7040  0.328
H -2.6042 0.0640 0.0011  0.372

HOMO-LUMO gap   0.35894 Ha
Max |F|   0.0918 Eh/bohr
SMILES string   CC(C)N=C=NC(C)C
Energy above the lowest of the compared OMol25 structures with the same formula, charge and spin   201.01 kJ/mol

Entry 4:
A molecular structure, C22H27ClMoN2Se. Source: the Open Molecules 2025 dataset; level of theory: ωB97M-V/def2-TZVPD.

Each line ends with the Mulliken charge.
Cartesian coordinates (Å):
C -0.1360 0.4687 -6.6581  1.261
C 1.2427 0.9583 -6.4666  -1.166
C -0.3877 -0.9790 -6.7724  -1.163
C -1.2698 1.3987 -6.5005  -1.164
Cl 0.0342 0.7848 -2.6061  -0.293
H -0.4327 -1.3218 -7.8129  0.348
H -1.3538 -1.2549 -6.3175  0.361
H 0.4116 -1.5669 -6.2908  0.352
H 1.7352 1.2611 -7.3965  0.385
H 1.8901 0.1806 -6.0303  0.348
H 1.2708 1.8463 -5.8154  0.351
H -1.6051 1.8427 -7.4444  0.382
H -1.0105 2.2482 -5.8479  0.342
H -2.1538 0.8889 -6.0827  0.357
C 1.2959 -1.4041 0.7085  -0.027
C 0.6405 -2.2780 -0.2281  -0.914
C 0.9963 -1.8725 -1.5665  -0.307
H 0.1043 -3.1768 0.0398  0.582
C 1.8769 -0.7296 -1.4337  -0.631
C 2.0531 -0.4426 -0.0333  -0.278
H 2.7558 0.2590 0.4075  0.484
H 1.3404 -1.5203 1.7836  0.494
H 0.7555 -2.3885 -2.4955  0.438
H 2.4190 -0.2352 -2.2295  0.568
C -2.8020 0.8217 -0.0463  -0.992
C -2.6726 -0.3635 0.7344  -0.046
C -2.3371 -1.4409 -0.1560  -0.799
H -2.8734 -0.4776 1.7982  0.713
C -2.2930 -0.9024 -1.5034  -0.578
C -2.5799 0.5034 -1.4194  -0.055
H -2.8332 1.1271 -2.2778  0.547
H -3.1152 1.8094 0.2722  0.470
H -2.3874 -2.5127 0.0361  0.558
H -2.2473 -1.4944 -2.4153  0.463
Mo -0.2781 -0.2981 -0.5997  0.061
C -1.3936 -0.2029 3.9289  -0.742
N -0.0706 0.3808 4.1038  0.293
C 0.6316 1.0434 3.1322  -0.353
Se 0.0114 1.5379 1.4057  0.060
N 1.8150 1.3793 3.7423  0.074
C 1.9044 0.8535 5.0373  0.409
C 2.7282 1.2010 6.1021  -0.745
C 2.2929 0.8689 7.3923  -0.532
C 1.0742 0.1910 7.6065  -0.657
C 0.2754 -0.2016 6.5243  -0.897
C 0.7085 0.1815 5.2522  1.183
H -1.3084 -1.0825 3.2514  0.210
H -2.1088 0.5308 3.5116  0.353
H -1.7468 -0.5418 4.9150  0.203
H 2.5476 1.9040 3.3130  0.209
H 3.6419 1.7542 5.9138  0.393
H 2.8691 1.1874 8.2613  0.382
H 0.7425 0.0180 8.6334  0.375
H -0.6685 -0.7423 6.6393  0.333

HOMO-LUMO gap (alpha / beta)   0.14731 / 0.18770 Ha
Expectation value of S²   2.0274
Max |F|   0.0390 Eh/bohr
Net charge   +2
Spin multiplicity   3
Energy above the lowest of the compared OMol25 structures with the same formula, charge and spin   6.65 kJ/mol

Entry 5:
A single C21H33N3O3S molecule. Source: the Open Molecules 2025 dataset; level of theory: ωB97M-V/def2-TZVPD.

Each line ends with the Mulliken charge.
Cartesian coordinates (Å):
C 0.0287 -4.9183 -0.0140  -1.719
C 1.0628 -3.8498 0.1787  0.887
C 1.0689 -3.0662 1.3244  -0.430
C 2.0295 -2.0913 1.5073  -0.352
C 3.0115 -1.8776 0.5489  0.898
C 3.9810 -0.7392 0.7138  -1.577
N 3.3086 0.4937 0.3391  0.227
C 3.7754 1.3253 -0.6077  0.121
O 4.8938 1.2541 -1.0793  -0.722
C 2.8054 2.4363 -1.0328  0.757
C 2.8057 3.6037 -0.0336  -1.174
C 2.0653 3.2520 1.2550  -0.901
C 0.6583 2.7444 0.9335  -1.025
N 0.7532 1.6256 0.0267  0.481
S -0.3387 0.3854 0.0526  0.879
O -0.6751 0.1916 1.4317  -0.783
O 0.2621 -0.6792 -0.6827  -0.569
N -1.6283 0.9678 -0.8292  0.369
C -2.6097 1.7154 -0.0716  -1.354
C -3.6588 0.8181 0.5906  1.236
C -4.7089 1.6628 1.3049  -1.852
C -4.2996 -0.0702 -0.4773  -1.557
C -3.2528 -0.8757 -1.2561  1.017
C -2.6108 -1.9668 -0.4033  -1.479
C -2.1987 0.0836 -1.8241  -1.473
C 1.3711 1.9359 -1.2414  -1.384
C 3.0083 -2.6582 -0.5971  -0.655
C 2.0480 -3.6359 -0.7756  -0.741
H -0.2039 -5.0465 -1.0689  0.387
H 0.4011 -5.8709 0.3659  0.416
H -0.8843 -4.6731 0.5231  0.330
H 0.3045 -3.2089 2.0745  0.359
H 2.0070 -1.4800 2.3985  0.300
H 4.8556 -0.8461 0.0677  0.628
H 4.3142 -0.6634 1.7561  0.328
H 2.3226 0.5327 0.5629  -0.098
H 3.1885 2.8036 -1.9905  0.415
H 3.8353 3.8865 0.1908  0.398
H 2.3153 4.4605 -0.5039  0.446
H 2.6124 2.4809 1.7966  0.301
H 1.9923 4.1338 1.8935  0.459
H 0.0657 3.5564 0.4841  0.362
H 0.1563 2.3833 1.8321  0.584
H -2.0697 2.2830 0.6859  0.397
H -3.0964 2.4165 -0.7603  0.496
H -3.1442 0.1942 1.3253  0.164
H -5.4469 1.0230 1.7824  0.429
H -5.2240 2.3122 0.5991  0.367
H -4.2458 2.2824 2.0690  0.421
H -5.0139 -0.7508 -0.0097  0.435
H -4.8524 0.5647 -1.1762  0.390
H -3.7506 -1.3560 -2.1071  0.379
H -2.0442 -1.5433 0.4209  0.184
H -1.9194 -2.5522 -1.0041  0.430
H -3.3757 -2.6292 -0.0017  0.371
H -1.3676 -0.4743 -2.2540  0.594
H -2.6473 0.7155 -2.5992  0.493
H 0.7878 2.7051 -1.7699  0.349
H 1.3588 1.0179 -1.8299  0.576
H 3.7576 -2.4913 -1.3577  0.402
H 2.0550 -4.2334 -1.6767  0.384

HOMO-LUMO gap   0.33852 Ha
Max |F|   0.0196 Eh/bohr
SMILES string   Cc1ccc(CNC(=O)[C@@H]2CCCN(S(=O)(=O)N3C[C@@H](C)C[C@H](C)C3)C2)cc1
Energy above the lowest of the compared OMol25 structures with the same formula, charge and spin   6.73 kJ/mol

Entry 6:
A molecular structure, C37H32AsN5O8PRuS. Source: the Open Molecules 2025 dataset; level of theory: ωB97M-V/def2-TZVPD.

Each line ends with the Mulliken charge.
Cartesian coordinates (Å):
Ru 0.0059 -0.1138 -0.0012  1.944
O -4.0317 0.5335 -0.5496  -0.718
C -2.9261 0.0356 -0.6073  0.139
O -2.0421 0.0687 0.3411  -0.860
C -2.4716 -0.7182 -1.8692  -1.410
P -0.7596 -0.2365 -2.1946  2.646
C -0.8919 1.3000 -3.1607  0.788
C -1.9664 2.1647 -2.9576  -0.794
C -2.0270 3.3687 -3.6467  -0.990
C -1.0268 3.7160 -4.5418  -0.533
C 0.0403 2.8535 -4.7539  -0.930
C 0.1100 1.6544 -4.0643  -0.455
C -0.0449 -1.4182 -3.3595  1.005
C 1.3153 -1.3573 -3.6640  -0.225
C 1.8537 -2.2070 -4.6164  -1.150
C 1.0445 -3.1357 -5.2555  -0.658
C -0.3049 -3.2122 -4.9442  -0.728
C -0.8524 -2.3515 -4.0041  -0.982
H -3.1468 -0.5486 -2.7049  0.629
H -2.4566 -1.7824 -1.6273  0.732
H -2.7558 1.9251 -2.2555  0.328
H -2.8644 4.0333 -3.4794  0.473
H -1.0819 4.6545 -5.0782  0.441
H 0.8217 3.1131 -5.4563  0.451
H 0.9488 0.9948 -4.2407  0.404
H 1.9598 -0.6641 -3.1364  0.388
H 2.9094 -2.1513 -4.8472  0.479
H 1.4664 -3.8037 -5.9952  0.407
H -0.9372 -3.9393 -5.4365  0.440
H -1.9091 -2.4147 -3.7805  0.351
O 3.2669 2.1121 0.5420  -0.726
As 3.4249 0.4455 0.0326  1.245
O 4.6733 0.3187 -0.9981  -0.796
O 1.9651 -0.0822 -0.7049  0.063
C 3.7180 -0.6174 1.6130  -0.020
C 4.9628 -1.2413 1.6388  -0.872
C 5.3025 -2.0856 2.6853  -0.582
C 4.3983 -2.3167 3.7101  -0.599
C 3.1589 -1.6965 3.6974  -0.989
C 2.8191 -0.8490 2.6507  0.602
S 1.1802 -0.1612 2.7258  1.361
O 0.8993 0.1029 4.1017  -0.727
O 0.3288 -1.1734 2.0703  -0.698
O 1.1425 1.0167 1.8267  -0.863
H 2.5577 2.1557 1.2057  0.451
H 5.6500 -1.0504 0.8234  0.535
H 6.2764 -2.5573 2.7019  0.406
H 4.6597 -2.9737 4.5294  0.413
H 2.4508 -1.8543 4.4995  0.488
N 1.9806 -2.7435 -0.9617  0.010
C 0.8495 -3.1539 -0.3600  0.455
C 0.7428 -4.4974 0.0708  -1.072
C -0.3964 -4.9342 0.6758  -0.387
C -1.4564 -4.0379 0.8615  -1.205
C -1.2897 -2.7567 0.4298  -0.859
N -0.1790 -2.2891 -0.2079  0.480
H 2.7758 -3.3561 -0.8960  0.328
H 2.1754 -1.7378 -0.9473  -0.210
H 1.5928 -5.1514 -0.0709  0.417
H -0.4687 -5.9561 1.0257  0.418
H -2.3719 -4.3266 1.3548  0.493
H -2.0571 -2.0180 0.6001  0.759
N 0.6470 6.9393 -1.3531  0.145
C 0.2650 8.2556 -1.2018  0.685
C 0.7711 9.4476 -1.7131  -1.050
C 0.1138 10.6033 -1.3450  -0.417
C -1.0086 10.5764 -0.4978  -0.476
C -1.5023 9.3913 0.0036  -0.749
C -0.8502 8.2113 -0.3574  0.507
N -1.1302 6.9028 -0.0038  -0.670
C -0.2245 6.1870 -0.6082  -0.294
C -0.1470 4.7236 -0.5232  1.231
C -1.0575 4.0362 0.2749  -0.682
C -0.9958 2.6639 0.3385  -1.342
N -0.0892 1.9488 -0.3592  1.233
C 0.7972 2.6094 -1.1062  -1.185
C 0.7992 3.9842 -1.2154  -0.933
H 1.4384 6.6043 -1.8714  0.136
H 1.6347 9.4721 -2.3645  0.388
H 0.4695 11.5553 -1.7164  0.385
H -1.4897 11.5094 -0.2365  0.383
H -2.3636 9.3625 0.6569  0.439
H -1.8023 4.5797 0.8370  0.581
H -1.6888 2.0908 0.9357  0.771
H 1.5123 2.0079 -1.6435  0.644
H 1.5552 4.4397 -1.8395  0.339

HOMO-LUMO gap (alpha / beta)   0.30121 / 0.27329 Ha
Expectation value of S²   0.7551
Max |F|   0.0397 Eh/bohr
Spin multiplicity   2
Energy above the lowest of the compared OMol25 structures with the same formula, charge and spin   0.00 kJ/mol

Entry 7:
A molecular structure, C4H16O4. Source: the Open Molecules 2025 dataset; level of theory: ωB97M-V/def2-TZVPD.

Each line ends with the Mulliken charge.
Cartesian coordinates (Å):
O 0.3570 -1.4428 -0.5957  -0.864
H 0.4566 -2.1992 -0.0178  0.292
H 0.2005 -0.7072 -0.0035  0.578
O 1.6947 -0.8865 -2.0205  -0.795
H 1.1608 -1.1365 -1.2664  0.421
H 2.1554 -0.0968 -1.7372  0.223
C -1.3826 0.2735 -1.8012  -0.845
C -1.2877 1.8054 -1.7417  -0.373
O -0.4241 2.1482 -0.6742  -0.559
H -1.9521 -0.1610 -0.9796  0.242
H -0.4722 -0.3260 -1.8089  0.372
H -1.9810 -0.0102 -2.6669  0.392
H -2.2563 2.1990 -1.4334  0.272
H -1.0651 2.2898 -2.6924  0.323
H -0.8940 1.9056 0.1270  0.349
C 0.9020 -0.1717 2.9407  -1.305
C 0.4079 -0.9974 1.7697  -0.420
O -0.0813 -0.0559 0.8595  -0.540
H 0.1861 0.5967 3.2325  0.318
H 1.8417 0.2906 2.6386  0.351
H 1.0807 -0.8140 3.8029  0.402
H -0.3297 -1.7585 2.0239  0.365
H 1.2173 -1.4773 1.2194  0.392
H 0.4656 0.7323 0.8253  0.409

HOMO-LUMO gap   0.35056 Ha
Max |F|   0.1841 Eh/bohr
Energy above the lowest of the compared OMol25 structures with the same formula, charge and spin   553.87 kJ/mol